Entry 1:
This record from the OMol25 dataset describes a cluster of 3 separate species, C20H26O12 in total in a non-equilibrium geometry. The level of theory is wB97M-V/def2-TZVPD.

The geometry in XYZ format:
```
58
Properties=species:S:1:pos:R:3:forces:R:3:nbo_charge:R:1
C 7.129 -1.864 -1.147 0.11 0.21 -0.07 -0.071
H 2.740 -2.070 -4.520 -0.08 0.09 0.02 0.219
H 5.682 -0.399 -0.524 0.02 -0.01 -0.02 0.216
C 5.745 -3.148 0.145 0.07 -0.09 0.41 0.798
C 0.739 3.753 -0.036 -0.09 -0.19 0.12 -0.430
C -8.684 -0.397 3.019 0.22 -0.50 0.35 -0.081
H 2.511 2.489 -0.157 0.01 -0.10 -0.09 0.241
O 0.884 -0.089 0.189 -0.68 -0.28 -0.84 -0.526
O -0.957 -0.689 -1.003 1.05 -0.27 -0.62 -0.242
O 2.172 5.228 -1.175 -0.03 -0.03 -0.06 -0.492
H 3.148 -4.356 -0.946 0.08 -0.01 -0.16 0.244
O -1.933 0.318 1.491 -0.58 0.28 -1.13 -0.564
H -7.091 0.454 0.258 0.12 -0.27 0.45 0.147
C 2.711 -3.532 -1.494 0.26 -0.58 0.50 -0.209
C -4.462 0.971 1.050 -0.50 0.31 -0.29 0.222
H -6.602 -0.648 3.442 0.16 0.36 -0.11 0.177
H -0.186 3.824 -0.612 0.01 0.02 0.01 0.208
C 1.764 2.937 -0.813 -0.47 0.35 0.08 -0.522
H -7.455 2.127 0.663 0.27 0.04 -0.07 0.176
H 8.171 -2.116 -0.937 -0.02 -0.03 0.02 0.178
H 7.062 -1.456 -2.153 -0.05 -0.19 -0.06 0.200
H 3.739 -3.967 -3.271 -0.07 0.15 -0.24 0.221
O -1.410 0.623 -0.704 -1.11 0.31 -0.06 -0.264
O 6.343 -3.066 -1.068 -0.08 0.01 0.01 -0.490
C 6.537 -0.931 -0.103 -0.01 0.14 0.16 -0.430
H 1.294 2.176 -1.428 0.27 -0.13 -0.03 0.241
H 0.687 5.931 0.084 0.13 0.10 -0.12 0.195
H -4.790 0.004 1.436 -0.03 0.13 0.08 0.166
C -7.210 -0.290 2.599 -0.83 -0.42 0.42 -0.100
C 2.432 3.991 -1.672 0.23 -0.36 0.06 0.788
H 1.195 -0.556 -3.369 -0.13 -0.03 0.13 0.214
C 1.305 -1.629 -1.518 -1.66 0.14 0.57 -0.177
O -5.498 1.729 0.490 0.00 -0.37 0.54 -0.524
H 0.493 3.340 0.941 0.05 0.03 0.00 0.229
H 7.245 -0.190 0.263 0.05 -0.05 -0.04 0.223
H 2.089 5.200 0.886 0.02 -0.02 -0.02 0.176
C 1.407 5.117 0.037 -0.15 0.01 0.15 -0.071
C 6.056 -1.911 0.963 -0.03 0.40 -0.43 -0.529
H -8.380 -2.197 3.659 -0.15 -0.18 0.07 0.459
O -6.880 1.045 2.265 0.40 -0.53 -0.31 -0.536
C 0.411 -0.732 -0.715 1.12 0.89 1.51 0.764
H 6.840 -2.153 1.682 -0.08 -0.05 0.06 0.236
O 3.122 3.803 -2.630 0.00 0.25 -0.11 -0.566
C 3.028 -3.290 -2.811 0.81 -1.13 -0.01 -0.194
H -8.832 0.059 4.005 -0.01 0.32 -0.24 0.167
H -9.349 0.068 2.290 0.09 -0.02 0.02 0.182
C -2.306 0.535 0.364 0.88 -0.83 1.35 0.961
C -6.779 1.297 0.891 -0.68 0.68 -0.63 0.226
O -9.052 -1.776 3.113 0.17 0.25 -0.17 -0.710
H -3.996 1.582 1.823 0.37 -0.36 -0.06 0.189
C 1.849 -2.697 -0.843 -0.19 -0.08 0.83 -0.175
O 5.100 -4.093 0.491 -0.03 -0.13 -0.19 -0.574
C 2.472 -2.242 -3.485 0.38 0.20 -0.77 -0.228
H 1.592 -2.859 0.197 0.04 -0.02 -0.03 0.225
O -3.557 0.709 -0.036 0.67 0.59 0.01 -0.477
C 1.607 -1.402 -2.829 -0.47 0.88 -0.95 -0.135
H -7.062 -1.011 1.786 0.12 0.33 -0.17 0.179
H 5.168 -1.554 1.477 0.03 -0.22 0.18 0.247
```
Positions in Å, forces in eV/Å.

Values from the calculation:
**Gap between HOMO and LUMO**: 10.047 eV
**LUMO energy**: 0.3 eV

Entry 2:
This record from the OMol25 dataset describes a cluster of 2 separate species, O2 in total in a non-equilibrium geometry. The level of theory is wB97M-V/def2-TZVPD.

The geometry in XYZ format:
```
2
Properties=species:S:1:pos:R:3:forces:R:3:nbo_charge:R:1
O -0.710 0.045 0.549 7.44 -0.47 -5.75 0.000
O 0.710 -0.045 -0.549 -7.44 0.47 5.75 0.000
```
Positions in Å, forces in eV/Å.

Values from the calculation:
**Gap between HOMO and LUMO**: 7.409 eV
**Relative energy (zero: lowest compared OMol25 entry of this formula, charge and spin)**: 117.7 kcal/mol
**LUMO energy**: -5.4 eV

Entry 3:
This record from the OMol25 dataset describes a cluster of 2 separate species, C2H7N3O in total in a non-equilibrium geometry. The level of theory is wB97M-V/def2-TZVPD.

The geometry in XYZ format:
```
13
Properties=species:S:1:pos:R:3:forces:R:3:nbo_charge:R:1
H 0.931 -2.286 -0.524 -0.23 -0.23 0.17 0.432
H -2.589 -1.463 -0.351 0.61 1.24 -0.18 0.601
O -1.723 -1.068 -0.008 0.86 -1.04 1.30 -0.358
C 1.197 -0.393 -0.174 1.25 2.24 0.18 -0.056
N -0.307 2.256 0.094 -1.02 1.64 -0.68 -0.524
H -0.090 2.736 0.901 1.09 1.75 2.22 0.469
H 1.668 0.182 0.653 -0.44 0.72 -1.38 0.257
H 1.090 -0.229 -1.287 0.51 0.42 1.52 0.264
N -1.579 0.204 0.038 -5.51 0.51 -1.91 0.216
H -0.060 2.535 -0.804 0.39 1.73 -2.04 0.464
N 1.092 -1.587 0.196 -0.75 -3.58 -1.34 -0.598
C -0.790 1.099 0.159 2.77 -5.57 1.13 0.384
H 1.160 -1.986 1.107 0.47 0.19 1.00 0.450
```
Positions in Å, forces in eV/Å.

Values from the calculation:
**Multiplicity**: 3
**Gap between HOMO and LUMO (alpha / beta)**: 7.456 / 7.706 eV
**Charge**: +2
**LUMO energy (alpha / beta)**: -8.9 / -14.0 eV

Entry 4:
This record from the OMol25 dataset describes a structure of composition C15H8F6INO7STi in a non-equilibrium geometry. The level of theory is wB97M-V/def2-TZVPD.

The geometry in XYZ format:
```
40
Properties=species:S:1:pos:R:3:forces:R:3:nbo_charge:R:1
C 2.089 2.896 -1.165 0.02 -0.02 -0.07 -0.188
C -0.284 -0.763 1.509 0.04 -0.13 0.16 0.717
H 1.273 4.883 -0.980 0.00 0.00 0.00 0.181
H -4.435 -0.413 3.557 0.01 -0.01 0.00 0.215
F -2.555 -0.362 -0.849 -0.04 -0.01 0.02 -0.418
C 1.069 3.823 -1.059 0.02 0.04 0.01 -0.319
C -3.499 0.063 3.297 -0.11 0.04 0.06 -0.272
C -1.319 -0.019 2.277 -0.30 0.17 0.31 -0.139
C 3.107 -3.650 -2.430 -0.10 -0.08 -0.11 0.701
N 0.506 1.050 -1.221 0.00 -0.50 0.20 -0.589
C -1.605 -1.070 -1.610 0.36 -0.03 0.19 0.584
O -0.565 -1.882 0.995 -0.02 0.16 0.02 -0.665
O 1.423 -5.273 -1.252 -0.07 -0.01 -0.01 -0.969
C -0.267 3.322 -1.059 -0.01 -0.04 -0.01 -0.326
F 4.206 -3.105 -1.926 0.05 0.08 0.12 -0.309
O 2.347 -3.422 0.082 -0.12 -0.10 0.03 -0.949
H -1.497 1.587 -1.122 0.01 -0.03 0.00 0.210
C -0.488 1.976 -1.135 -0.03 0.10 0.01 0.019
O 0.688 -2.984 -1.639 -0.15 0.35 0.20 -0.964
H -2.670 -1.661 2.306 -0.02 0.00 0.01 0.245
H -1.945 3.076 3.515 0.02 0.00 -0.01 0.218
O 0.830 -0.212 1.278 -0.12 -0.08 -0.01 -0.668
C -1.116 1.318 2.601 0.12 -0.11 -0.08 -0.137
C -3.271 1.391 3.623 -0.04 0.03 0.03 -0.123
C -2.093 2.032 3.275 -0.09 0.09 0.07 -0.269
F 2.697 -2.909 -3.461 -0.01 0.02 -0.04 -0.317
C 2.847 0.504 -1.367 0.11 0.20 -0.05 0.740
I -4.759 2.462 4.660 0.10 -0.07 -0.07 0.073
C -2.519 -0.635 2.613 0.15 -0.07 -0.09 -0.134
O 2.350 -0.706 -1.417 -0.24 -0.15 0.23 -0.770
F -2.183 -2.314 -1.707 -0.02 0.00 -0.02 -0.385
H 3.134 3.180 -1.177 0.00 0.00 -0.01 0.218
C 1.808 1.544 -1.264 -0.13 -0.07 0.07 -0.023
H -0.192 1.789 2.290 0.00 0.01 0.01 0.254
H -1.117 3.991 -0.997 -0.01 -0.01 0.00 0.190
F -1.779 -0.539 -2.875 -0.01 0.01 0.00 -0.394
F 3.472 -4.850 -2.940 -0.01 -0.08 0.00 -0.347
O 4.048 0.777 -1.407 -0.03 -0.08 -0.06 -0.698
S 1.749 -3.876 -1.148 0.46 -0.04 0.01 2.347
Ti 0.513 -1.019 -0.670 0.19 0.43 -1.12 1.462
```
Positions in Å, forces in eV/Å.

Values from the calculation:
**Multiplicity**: 3
**Gap between HOMO and LUMO (alpha / beta)**: 2.702 / 6.674 eV
**Charge**: -2
**Relative energy (zero: lowest compared OMol25 entry of this formula, charge and spin)**: 4.0 kcal/mol
**LUMO energy (alpha / beta)**: 3.2 / 3.2 eV

Entry 5:
This record from the OMol25 dataset describes a cluster of 5 separate species, C54H104N6O9 in total in a non-equilibrium geometry. The level of theory is wB97M-V/def2-TZVPD.

The geometry in XYZ format:
```
173
Properties=species:S:1:pos:R:3:forces:R:3:lowdin_charge:R:1
H 0.637 2.254 3.514 -0.39 -0.96 -0.53 0.120
C 0.518 -4.164 -2.071 0.02 -0.01 -0.08 -0.173
H 3.141 0.743 8.243 -0.07 -0.19 -0.07 0.120
C 1.420 -11.187 -2.369 0.27 -0.30 -0.05 -0.040
H -1.964 -5.497 -5.112 0.05 0.09 0.10 0.092
H -0.502 9.153 -2.909 -0.04 0.25 -0.12 0.085
H 4.731 1.380 9.920 -0.06 -0.10 0.01 0.115
H -0.379 10.265 -5.729 -0.11 0.04 0.09 0.093
O 5.670 -0.279 3.861 -1.94 -0.99 -0.89 0.052
H -2.062 13.307 -3.875 -0.04 -0.03 -0.05 0.100
H 5.918 -0.770 10.361 -0.14 -0.25 -0.05 0.126
H 4.117 -0.050 1.860 -0.17 -0.04 0.50 0.113
H -3.635 -4.675 -2.719 0.27 -0.08 -0.04 0.084
C 4.685 -0.951 3.555 1.59 -0.16 1.01 -0.447
H 3.640 -7.633 -4.521 -0.02 -0.01 0.08 0.091
C -1.212 1.042 3.353 0.69 1.04 -0.17 -0.116
H 0.623 -1.976 -6.251 -0.02 -0.01 0.08 0.090
C 4.008 -7.566 -3.493 -0.54 0.35 0.22 -0.043
H 2.167 -3.159 -3.018 -0.14 0.04 -0.25 0.125
H -2.174 8.637 -2.825 -0.08 0.05 -0.17 0.078
H 3.702 -2.975 3.715 0.85 0.72 0.38 0.075
H 0.997 -0.363 4.385 0.38 0.58 -0.84 0.108
N 2.010 -8.801 -2.635 -0.27 2.72 2.52 -0.048
H 3.473 -10.260 -4.284 -0.01 0.05 0.09 0.092
H -5.644 10.635 -5.794 0.19 -0.07 0.07 0.075
H -5.087 0.734 -0.807 0.67 1.06 0.52 0.110
H -0.601 -5.962 -4.088 0.03 0.08 -0.03 0.056
C -4.596 1.749 -0.677 0.05 -0.04 -0.37 -0.184
C 4.576 -2.407 4.142 -0.54 -0.39 -0.02 -0.014
H -3.385 13.009 -7.105 -0.12 -0.21 0.17 0.084
H -3.153 1.919 3.012 1.11 0.48 -0.73 0.153
C -1.539 3.543 0.943 -0.17 -0.64 -0.39 -0.448
H 3.700 -6.603 -3.084 -0.16 -0.12 0.04 0.072
C -5.577 6.421 -4.911 -0.31 0.00 -0.16 -0.079
C -4.002 12.420 -4.307 0.18 0.04 0.42 -0.134
H -4.386 13.385 -4.660 0.03 -0.21 -0.20 0.125
H -2.891 -0.319 -0.393 0.45 0.73 1.08 0.125
H -1.221 8.310 -4.282 -0.08 0.13 0.09 0.091
H -3.140 13.236 -2.503 0.03 -0.06 -0.09 0.113
O -1.695 3.299 2.318 -0.34 0.03 -1.94 0.055
H 2.078 -4.100 -5.513 -0.17 0.22 0.11 0.084
H -1.493 -0.056 3.320 0.25 1.30 -0.22 0.118
C 2.882 0.482 9.274 0.46 -0.07 0.00 -0.133
H 3.938 -9.732 0.660 -0.04 -0.01 -0.10 0.114
H 0.885 -2.087 -2.500 -0.16 0.07 -0.16 0.117
H 3.917 -7.775 -0.772 -0.16 0.05 -0.14 0.124
H -2.572 3.952 -2.232 -0.93 -0.58 0.06 0.101
H 2.077 -1.884 -5.256 -0.05 -0.27 0.11 0.083
H -3.667 -3.778 -4.238 0.12 0.03 0.12 0.091
H -0.611 -10.343 -0.990 0.27 -0.08 -0.05 0.085
H -4.576 1.300 1.473 0.87 0.72 -0.69 0.129
H 0.490 1.485 1.888 -0.48 -0.18 1.14 0.110
H 4.639 -4.196 9.436 -0.01 0.08 -0.02 0.091
C -1.595 -5.520 -4.082 0.30 -0.30 -0.07 -0.037
C 0.483 -3.098 -4.386 1.62 -0.46 -1.23 -0.480
C 3.504 -8.770 -2.664 1.63 -0.46 -1.23 -0.481
H 0.868 -5.147 -2.399 0.02 0.05 -0.02 0.080
C -3.878 3.581 -3.972 0.27 -0.73 0.33 -0.211
C -3.569 3.463 -2.407 0.16 -0.23 -0.65 -0.138
H 0.251 0.029 8.542 0.18 -0.02 0.21 0.085
H -0.117 -0.311 0.131 -1.16 0.09 0.32 0.129
C 1.365 -1.028 10.636 0.07 0.05 0.39 -0.040
H -4.810 11.969 -3.723 0.03 -0.20 -0.09 0.124
C 1.076 -3.057 -2.971 -0.18 -0.13 0.46 -0.131
H 5.510 -3.003 3.915 -0.91 0.94 0.14 0.087
H -6.290 4.577 -5.883 1.09 0.13 0.60 0.114
O -1.444 -1.913 -4.015 0.30 -1.49 -1.07 -0.028
C 4.090 -9.988 -3.424 -0.09 -0.40 0.02 -0.043
H -4.152 3.008 1.115 0.62 -1.13 -0.45 0.139
C -2.765 12.354 -6.485 0.40 0.11 0.01 -0.045
C -3.607 1.939 -1.900 -1.04 0.63 -0.90 -0.181
C -2.450 -0.066 0.622 1.45 -0.30 -0.32 -0.071
O -1.414 2.278 0.331 -1.36 0.81 -0.60 0.030
H 5.195 -8.846 -1.304 -0.14 0.05 -0.25 0.126
H 0.794 -11.896 -1.819 -0.03 0.24 0.05 0.086
H 1.655 -10.677 0.241 -0.15 0.02 -0.19 0.125
H 5.091 -9.766 -3.807 -0.18 0.21 0.11 0.085
C -2.171 11.361 -2.938 -0.40 0.24 -0.08 -0.133
C 3.548 -9.853 -0.356 -0.01 0.06 -0.03 -0.178
C -1.418 9.047 -3.494 -0.62 -0.26 -0.27 -0.043
O -5.233 4.042 -4.175 1.26 0.55 -0.71 -0.193
H -1.265 11.578 -2.364 0.06 -0.18 -0.14 0.124
N 3.627 -0.468 2.658 0.94 0.12 0.71 -0.007
H -4.350 4.084 -1.872 0.86 -0.71 -0.58 0.115
H 4.465 -2.416 5.274 0.13 0.36 -1.36 0.075
H -2.204 11.708 -7.166 -0.05 -0.01 0.10 0.091
H -3.371 -2.942 -2.704 0.13 0.04 -0.14 0.070
H 2.412 -11.632 -2.383 0.03 0.09 -0.06 0.058
H 0.028 -2.236 1.199 -0.42 0.11 -0.09 0.041
C -2.807 12.675 -3.384 -0.05 -0.04 -0.02 -0.180
C -0.568 10.882 -4.845 0.15 0.35 -0.14 -0.042
C 0.987 -1.900 -5.222 -0.54 0.36 0.22 -0.046
C 1.279 0.108 3.402 -0.30 0.45 -1.10 -0.179
H 5.423 -3.155 8.242 -0.19 0.08 0.01 0.072
C 1.370 -9.790 -1.720 -1.03 -1.77 0.04 -0.488
H 3.894 -10.834 -0.693 0.01 0.05 -0.06 0.101
H -4.069 1.367 -2.768 0.56 0.51 1.09 0.107
C -2.461 1.471 0.939 -0.94 0.29 2.26 -0.353
H -4.620 10.638 -7.236 0.01 0.01 0.08 0.090
H 1.154 -0.679 2.595 0.15 0.76 1.13 0.085
C 2.789 0.588 3.325 -0.92 -0.21 0.44 -0.192
H 5.098 -7.553 -3.533 -0.06 -0.26 0.11 0.084
H 5.423 -0.594 8.692 -0.13 -0.15 -0.08 0.125
C 4.068 -2.420 11.298 -0.27 0.15 0.28 -0.044
C -5.357 4.896 -5.324 -0.97 0.87 -0.51 -0.267
H 0.411 -1.691 8.186 0.14 0.11 0.01 0.092
C -0.141 -9.521 -1.533 0.11 0.65 -0.31 -0.044
N 2.981 -2.031 9.056 1.49 1.54 -3.04 -0.052
C -3.638 11.529 -5.505 -0.23 1.24 -1.63 -0.484
O 1.584 -7.583 -2.275 0.24 -1.42 -1.14 -0.037
C -1.833 10.407 -4.102 2.02 -0.10 0.18 -0.489
O 3.260 -2.069 7.747 -0.65 -0.59 1.58 -0.033
N -1.011 -3.134 -4.363 -0.33 2.77 2.48 -0.053
C 4.277 -2.077 9.801 0.98 -1.02 1.54 -0.483
H 4.219 -10.872 -2.800 -0.15 0.05 -0.04 0.061
H 1.046 -11.155 -3.397 0.06 0.08 0.10 0.094
C 4.171 0.454 10.092 0.02 -0.05 -0.05 -0.178
H -3.813 2.567 -4.487 0.16 1.01 0.74 0.123
C -4.895 11.207 -6.343 -0.10 -0.55 0.39 -0.044
H -1.316 -3.242 -1.485 -0.13 0.07 -0.16 0.104
C 2.023 -9.814 -0.323 0.41 0.26 0.01 -0.133
H -2.221 -6.227 -3.530 -0.02 0.23 0.05 0.085
C 5.156 -3.243 9.295 -0.26 0.10 -0.62 -0.043
C -1.027 -0.736 0.638 -0.56 -1.63 1.00 -0.208
H 3.939 0.441 11.161 0.02 -0.07 -0.02 0.101
H 3.265 -3.148 11.437 0.03 0.07 -0.07 0.091
H -2.061 13.022 -5.988 0.03 -0.16 0.01 0.060
O -3.876 9.472 -4.523 1.25 0.59 -1.26 -0.031
H -5.385 12.124 -6.674 0.25 0.10 0.10 0.083
H 6.094 -3.290 9.851 -0.16 0.19 0.15 0.084
H 2.837 1.535 2.714 0.02 -0.95 0.76 0.122
H -3.095 -0.617 1.374 0.89 0.75 -0.73 0.140
C -2.164 1.927 2.455 -0.88 -1.96 1.04 -0.217
H 2.242 1.289 9.642 -0.15 -0.18 -0.04 0.125
H 3.854 -1.550 11.920 -0.12 -0.05 -0.11 0.061
H -1.373 -4.990 -1.476 -0.14 0.01 -0.19 0.126
H -4.862 7.129 -5.420 -0.59 -0.80 0.70 0.057
H -6.615 6.751 -5.227 1.13 -0.38 0.45 0.069
H 1.718 -8.928 0.243 -0.10 0.08 -0.18 0.122
H 4.974 -2.857 11.729 -0.03 0.04 -0.29 0.085
C -3.965 1.944 0.763 -0.72 -0.01 -0.81 -0.121
H -4.493 4.812 -6.048 -0.77 -0.12 0.94 0.113
H -2.860 10.869 -2.245 -0.01 -0.17 -0.14 0.123
H 0.314 10.807 -4.203 -0.20 -0.12 0.07 0.086
H -0.606 11.922 -5.160 -0.09 -0.03 -0.06 0.058
H -0.646 -9.435 -2.502 0.12 0.02 0.12 0.090
H 3.155 0.793 4.380 -0.21 -0.03 -1.32 0.126
C 0.964 -0.747 8.255 0.34 -0.50 -0.38 -0.045
H -1.361 1.396 4.420 0.12 -0.52 -1.14 0.124
C -1.653 -4.118 -3.444 -1.00 -1.80 0.05 -0.485
C 1.075 -4.321 -5.133 -0.08 -0.44 0.06 -0.040
H 2.002 -0.907 11.510 0.06 -0.09 -0.05 0.058
H -3.103 4.229 -4.482 -1.03 -0.32 0.59 0.119
H 0.674 -0.935 -4.822 -0.16 -0.13 0.04 0.074
H 1.325 -0.491 7.258 0.11 -0.15 0.07 0.065
C -3.166 -3.854 -3.266 0.11 0.65 -0.32 -0.045
C -1.007 -4.130 -2.044 0.41 0.30 0.04 -0.129
H 0.903 -4.035 -1.053 -0.04 -0.02 -0.09 0.110
H -0.339 -8.612 -0.964 0.13 0.04 -0.14 0.075
H 0.890 -2.012 10.694 0.11 0.07 -0.06 0.094
H 0.463 -4.603 -5.994 -0.02 0.06 0.09 0.091
H -2.582 1.504 -1.761 -0.99 0.56 0.08 0.102
N -0.939 -1.881 1.250 0.32 1.81 -0.92 0.079
C 4.105 -8.741 -1.251 -0.17 -0.14 0.42 -0.133
H 1.204 -5.201 -4.500 -0.15 0.04 -0.03 0.057
H -5.510 6.540 -3.788 0.06 -0.14 -1.31 0.083
O -1.548 4.578 0.322 0.40 -1.83 1.97 0.164
C 0.305 1.308 2.991 0.61 -0.54 0.47 -0.197
C 2.103 -0.849 9.295 -1.71 0.60 0.91 -0.487
H 0.575 -0.280 10.750 0.10 -0.03 -0.22 0.086
H -5.436 2.504 -0.789 0.93 -0.92 0.07 0.115
C 5.039 -0.746 9.705 -0.14 0.44 -0.09 -0.133
N -2.954 10.271 -5.076 -2.43 -0.74 2.68 -0.052
```
Positions in Å, forces in eV/Å.

Values from the calculation:
**Multiplicity**: 5
**Gap between HOMO and LUMO (alpha / beta)**: 9.198 / 8.789 eV
**Relative energy (zero: lowest compared OMol25 entry of this formula, charge and spin)**: 89.7 kcal/mol
**LUMO energy (alpha / beta)**: 0.6 / -0.2 eV

| no. | E_tot (Ha) |
| --- | --- |
| 1 | -1680.46934 |
| 2 | -150.10907 |
| 3 | -318.91330 |
| 4 | -3302.63547 |
| 5 | -3125.25341 |